(1)
Computed, not measured: the molecule C6H12N2O2, with wB97M-V/def2-TZVPD.

The LUMO energy is 0.84 eV. The SMILES is C/C(CC/C(C)=N/O)=N\O. Its gap between HOMO and LUMO is 0.37626 Eh. The calculation puts the HOMO energy at -9.4 eV.

Each line ends with the Löwdin charge.
Atoms and positions in Å:
C -2.2110 0.4139 0.8683  -0.0177
C -1.3915 0.2581 -0.3629  -0.4091
C -0.5115 1.3571 -0.8818  -0.1505
C 0.7357 1.5313 -0.0399  -0.1069
C 1.6180 0.1514 0.1048  -0.2964
C 1.0620 -1.0192 0.8416  -0.0316
N 2.7234 0.1210 -0.5132  0.0027
O 3.4258 -1.0435 -0.2346  -0.0791
N -1.5287 -0.7454 -1.1346  0.0557
O -2.0763 -1.9045 -0.4534  -0.1049
H -3.0402 1.0885 0.5793  0.1015
H -2.6939 -0.6424 0.9977  0.1123
H -1.7157 0.7028 1.7381  0.0512
H -1.1260 2.2703 -0.9137  0.1229
H -0.1677 1.1287 -1.8800  0.1155
H 1.4954 2.1750 -0.4703  0.0948
H 0.5999 1.8987 0.9848  0.1085
H 0.4331 -1.6657 0.1505  0.0955
H 1.9372 -1.6048 1.1803  0.0823
H 0.3200 -0.7891 1.5880  0.0694
H 3.7901 -1.1039 -1.1291  0.0976
H -1.6779 -2.5783 -1.0199  0.0863

Cartesian forces (eV/Å) of the 2 atoms listed first:
C -2.108 -2.776 -1.387
C -0.504 -0.027 -0.673


(2)
Computed, not measured: a cluster of 2 separate species, C6H12N2O2 in total, with wB97M-V/def2-TZVPD.

The LUMO energy is 0.38 eV. The SMILES is CC(C)(C#N)CN.O=CO. Its gap between HOMO and LUMO is 0.38069 Eh. The calculation puts the HOMO energy at -10.0 eV.

Each line ends with the Löwdin charge.
Atoms and positions in Å:
C 2.2766 0.8917 7.0312  -0.0452
C 2.9009 -0.2840 7.8005  -0.5375
C 1.9624 -1.5033 7.7626  -0.0462
C 3.1028 0.1186 9.2112  -0.1903
N 3.2621 0.4354 10.3122  0.1638
C 4.2979 -0.6515 7.2268  -0.2321
N 4.2194 -1.0292 5.8280  0.0000
H 1.3085 1.1741 7.4647  0.0916
H 2.9428 1.7644 7.0277  0.0892
H 2.1100 0.5782 5.9933  0.0745
H 1.7843 -1.7840 6.7154  0.0806
H 2.4003 -2.3638 8.2865  0.0924
H 0.9914 -1.2665 8.2165  0.0926
H 4.9455 0.2328 7.2997  0.1221
H 4.7378 -1.4408 7.8610  0.1225
H 3.8174 -1.9505 5.6869  0.0727
H 5.1812 -1.0577 5.3482  0.1062
O 5.1181 2.0912 5.2519  0.0696
C 4.7641 1.2680 4.4476  -0.3668
O 5.7149 0.4727 3.7666  0.0086
H 3.7326 1.1708 4.0636  0.1342
H 5.3186 0.0814 2.9774  0.0974

Cartesian forces (eV/Å) of the 2 atoms listed first:
C -0.040 0.081 -0.133
C 0.048 -0.035 -0.027


(3)
Computed, not measured: a cluster of 2 separate species, C6H12N2O2 in total, with wB97M-V/def2-TZVPD.

The LUMO energy (alpha / beta) is -0.08 / -0.05 eV. Its gap between HOMO and LUMO (alpha / beta) is 0.26966 / 0.27170 Eh. The calculation puts the HOMO energy (alpha / beta) at -7.4 / -7.4 eV.

Each line ends with the Löwdin charge.
Atoms and positions in Å:
C 0.1949 -0.6786 -0.1158  -0.4171
C 1.6651 -0.4869 0.1738  -0.0751
C -0.4894 -1.5391 0.9153  -0.0731
C -0.0849 -1.1060 -1.5369  -0.0737
C -1.7788 0.9250 -0.3335  -0.0061
C -0.2757 1.3196 -0.0647  -0.5497
N 0.3954 1.9259 -1.1321  0.0918
O -0.6207 1.1094 2.1902  -0.0938
N -0.1312 1.9099 1.1066  -0.0074
O -2.7236 0.3635 0.0204  0.1810
H -0.6692 1.7546 2.9054  0.0875
H -0.1790 2.2580 -1.8947  0.0921
H 1.0052 2.6563 -0.7829  0.1001
H 2.1528 -1.4669 0.2477  0.0919
H 1.8063 0.0433 1.1171  0.0831
H 2.1619 0.0713 -0.6216  0.0767
H -1.5758 -1.4459 0.8902  0.0688
H -0.1492 -1.3067 1.9212  0.0769
H -0.2696 -2.5955 0.7081  0.0949
H -1.1449 -1.3019 -1.7108  0.0793
H 0.2711 -0.3629 -2.2550  0.0763
H 0.4394 -2.0463 -1.7479  0.0954

Cartesian forces (eV/Å) of the 2 atoms listed first:
C -0.116 1.235 -0.028
C 0.076 0.055 -0.038


(4)
Computed, not measured: the molecule C6H12N2O3, with wB97M-V/def2-TZVPD.

The LUMO energy (alpha / beta) is 0.72 / -3.23 eV. As for the expectation value of S²: 2.01. As for the spin multiplicity: 3. Its gap between HOMO and LUMO (alpha / beta) is 0.24216 / 0.20473 Eh. The calculation puts the HOMO energy (alpha / beta) at -5.9 / -8.8 eV.

Each line ends with the Löwdin spin population.
Atoms and positions in Å:
C 2.0627 -0.7499 0.2881  0.0096
C 1.4367 0.6193 -0.1254  0.0285
C 1.4856 -1.7995 -0.5438  0.0145
C -0.0619 0.6710 0.1332  0.1610
C -0.7635 -0.9344 -0.4624  0.1010
C -1.5947 2.6594 0.1505  0.0053
N 0.0345 -2.0231 -0.1283  0.1447
N -2.1055 -0.9839 0.0709  0.4313
O -2.9757 -0.4687 -0.5770  0.6716
O -2.1582 -1.4620 1.1715  0.3280
O -0.8715 1.6831 -0.6446  0.0717
H 3.1192 -0.7130 0.4035  0.0025
H 1.8017 -0.9547 1.3397  0.0008
H 1.9018 1.3739 0.5584  0.0122
H 1.7274 0.9237 -1.0616  0.0003
H 1.4344 -1.7122 -1.5782  -0.0001
H 2.0142 -2.7152 -0.3662  -0.0003
H -0.2535 0.8470 1.2605  0.0034
H -0.8886 -0.8525 -1.6303  0.0070
H -0.8289 3.4994 0.4755  0.0027
H -2.2195 2.1034 0.9109  0.0020
H -2.3481 3.1447 -0.5452  -0.0003
H 0.0510 -2.1559 0.9004  0.0026

Cartesian forces (eV/Å) of the 2 atoms listed first:
C -1.307 2.260 0.850
C 0.333 0.188 3.517


Looking at E for the records above, in order, we have -13487.810 -13491.459 -13487.047 -15530.227 eV.